# 1
{
  "formula": "C14H32N6O6RuS",
  "method": "wB97M-V/def2-TZVPD",
  "species": ["O", "H", "Ru", "N", "N", "N", "N", "O", "O", "O", "O", "C", "C", "C", "C", "C", "H", "H", "H", "C", "H", "H", "H", "C", "C", "H", "H", "H", "H", "H", "H", "H", "H", "C", "H", "H", "H", "O", "H", "H", "C", "C", "N", "C", "S", "N", "C", "C", "H", "H", "H", "H", "H", "H", "H", "H", "H", "H", "H", "H"],
  "positions_angstrom": [[-2.531, 2.548, -2.312], [-2.709, 3.375, -2.790], [-0.956, 0.799, -0.736], [0.763, 0.297, -1.588], [-1.664, -0.020, -2.365], [-0.282, 1.375, 1.052], [-2.623, 1.200, 0.203], [1.913, 0.425, -0.990], [1.024, 1.250, 1.474], [-3.866, 0.887, -0.255], [-2.906, -0.302, -2.534], [-0.711, -0.409, -3.267], [0.639, -0.210, -2.851], [-1.191, 1.860, 1.916], [-2.531, 1.781, 1.414], [1.846, -0.525, -3.662], [2.294, -1.483, -3.350], [2.598, 0.271, -3.584], [1.550, -0.619, -4.713], [-1.155, -0.972, -4.570], [-1.361, -0.162, -5.286], [-2.070, -1.559, -4.435], [-0.366, -1.603, -4.994], [-0.815, 2.411, 3.247], [-3.741, 2.245, 2.142], [0.275, 2.497, 3.339], [-1.194, 1.759, 4.048], [-1.267, 3.403, 3.390], [-4.624, 2.187, 1.503], [-3.615, 3.285, 2.475], [-3.915, 1.635, 3.039], [1.519, 0.964, 0.637], [-3.699, 0.463, -1.162], [-1.052, 2.679, -1.771], [-0.302, 2.478, -2.556], [-0.848, 2.465, -0.665], [-0.957, 3.776, -1.623], [3.379, 2.229, -2.778], [4.306, 2.506, -2.711], [3.169, 1.813, -1.914], [3.485, -3.194, 0.231], [2.482, -2.225, 0.822], [1.110, -2.715, 0.552], [0.036, -2.066, 1.062], [-1.292, -1.703, 0.050], [-0.012, -1.740, 2.366], [0.565, -2.588, 3.424], [0.803, -1.762, 4.675], [3.287, -4.220, 0.556], [4.488, -2.911, 0.560], [3.462, -3.156, -0.864], [2.609, -2.118, 1.903], [2.605, -1.228, 0.365], [0.975, -2.970, -0.430], [-0.883, -1.279, 2.635], [-0.136, -3.411, 3.642], [1.490, -3.031, 3.045], [-0.137, -1.582, 5.208], [1.473, -2.307, 5.346], [1.265, -0.797, 4.433]],
  "gap_ha": [0.2131, 0.2122],
  "homo_ha": [-0.3434, -0.4222],
  "lumo_ev": [-3.54, -5.72],
  "s_squared": 8.84,
  "spin_multiplicity": 6,
  "total_charge": 1
}

# 2
{
  "formula": "C2H33O15",
  "method": "wB97M-V/def2-TZVPD",
  "species": ["C", "C", "O", "H", "H", "H", "H", "H", "O", "H", "H", "O", "H", "H", "O", "H", "H", "O", "H", "H", "O", "H", "H", "O", "H", "H", "O", "H", "H", "O", "H", "H", "O", "H", "H", "O", "H", "H", "O", "H", "H", "O", "H", "H", "O", "H", "H", "O", "H", "H"],
  "positions_angstrom": [[-32.880, 0.185, -1.953], [-31.563, -0.394, -2.430], [-30.658, -0.809, -1.457], [-33.448, -0.529, -1.350], [-33.514, 0.369, -2.825], [-32.690, 1.112, -1.403], [-31.105, 0.343, -3.120], [-31.898, -1.272, -3.016], [-35.416, 0.084, -5.266], [-35.614, 0.995, -5.496], [-35.317, 0.101, -4.301], [-33.963, -2.386, -5.401], [-33.058, -2.022, -5.345], [-34.529, -1.624, -5.587], [-28.123, -0.265, -2.542], [-28.599, 0.201, -3.234], [-28.834, -0.554, -1.918], [-29.338, 1.918, -0.339], [-28.586, 2.153, -0.892], [-29.845, 1.293, -0.879], [-36.127, 0.243, -2.414], [-35.577, 0.216, -1.609], [-36.597, -0.599, -2.424], [-32.526, -3.331, -0.962], [-33.262, -3.312, -1.582], [-32.060, -2.488, -1.108], [-32.074, -0.513, 1.175], [-32.737, -1.211, 1.178], [-31.671, -0.573, 0.281], [-32.908, 2.139, -5.137], [-32.160, 1.727, -4.693], [-33.127, 2.897, -4.582], [-29.260, -1.949, 0.866], [-29.690, -1.663, 0.041], [-29.268, -1.161, 1.418], [-34.737, 3.454, -1.241], [-35.434, 4.108, -1.126], [-35.113, 2.632, -0.896], [-35.426, 0.735, 0.306], [-34.967, 0.016, 0.765], [-36.284, 0.803, 0.745], [-29.785, -3.036, -3.434], [-30.019, -2.681, -4.298], [-30.046, -2.313, -2.836], [-31.257, -1.549, -5.491], [-30.397, -1.621, -5.925], [-31.423, -0.599, -5.438], [-33.023, 2.134, 1.826], [-32.421, 1.616, 1.276], [-33.888, 1.765, 1.631]],
  "gap_ha": 0.2778,
  "homo_ha": -0.2121,
  "lumo_ev": 1.79,
  "spin_multiplicity": 1,
  "de_lowest_kcal_mol": 25.93,
  "total_charge": -1
}

# 3
{
  "formula": "C13H16ClNO4",
  "method": "wB97M-V/def2-TZVPD",
  "species": ["C", "C", "C", "C", "N", "C", "O", "C", "O", "C", "O", "C", "C", "C", "C", "Cl", "C", "C", "O", "H", "H", "H", "H", "H", "H", "H", "H", "H", "H", "H", "H", "H", "H", "H", "H"],
  "positions_angstrom": [[-2.769, -2.559, 0.858], [-3.490, -1.626, -0.107], [-2.518, -0.881, -1.029], [-3.265, -0.034, -2.057], [-1.611, -0.043, -0.251], [-1.997, 0.984, 0.521], [-3.133, 1.381, 0.660], [-0.847, 1.682, 1.265], [0.407, 1.034, 1.095], [1.379, 1.700, 0.458], [1.237, 2.833, 0.031], [2.617, 0.926, 0.325], [2.728, -0.368, 0.844], [3.890, -1.092, 0.716], [4.973, -0.515, 0.056], [6.432, -1.412, -0.110], [4.899, 0.760, -0.465], [3.722, 1.502, -0.338], [3.698, 2.728, -0.856], [-2.182, -3.298, 0.315], [-2.103, -1.998, 1.510], [-3.488, -3.085, 1.481], [-4.179, -2.202, -0.728], [-4.069, -0.890, 0.450], [-1.887, -1.610, -1.549], [-2.561, 0.492, -2.698], [-3.888, 0.695, -1.547], [-3.895, -0.668, -2.675], [-0.637, -0.297, -0.233], [-1.082, 1.689, 2.333], [-0.785, 2.716, 0.909], [1.881, -0.795, 1.359], [3.970, -2.088, 1.118], [5.737, 1.209, -0.973], [2.815, 3.130, -0.687]],
  "gap_ha": 0.3386,
  "homo_ha": -0.3401,
  "lumo_ev": -0.04,
  "smiles": "CC[C@@H](C)NC(=O)COC(=O)c1ccc(Cl)cc1O",
  "spin_multiplicity": 1,
  "de_lowest_kcal_mol": 0.00,
  "total_charge": 0
}

# 4
{
  "formula": "C2H4Cl3N",
  "method": "wB97M-V/def2-TZVPD",
  "species": ["C", "C", "N", "Cl", "Cl", "Cl", "H", "H", "H", "H"],
  "positions_angstrom": [[-0.757, -0.617, -0.003], [-0.547, 1.096, 1.368], [-0.626, -0.251, -1.292], [-2.273, -1.141, 0.411], [-2.004, 1.256, 2.171], [0.052, 2.464, 0.366], [0.069, -1.098, 0.514], [0.310, 0.821, 2.050], [0.401, -0.330, -1.518], [-1.262, 0.431, -1.713]],
  "gap_ha": 0.3275,
  "homo_ha": -0.2993,
  "lumo_ev": 0.77,
  "spin_multiplicity": 1,
  "de_lowest_kcal_mol": 49.68,
  "total_charge": 0
}

# 5
{
  "formula": "C9H16BN3O2",
  "method": "wB97M-V/def2-TZVPD",
  "species": ["B", "C", "C", "C", "C", "C", "C", "C", "C", "C", "N", "N", "N", "O", "O", "H", "H", "H", "H", "H", "H", "H", "H", "H", "H", "H", "H", "H", "H", "H", "H"],
  "positions_angstrom": [[-1.140, 0.543, -1.291], [-2.038, 2.627, -2.786], [-0.094, 3.937, -2.087], [-1.731, 1.501, -2.171], [-0.049, -0.274, 0.609], [-0.550, -1.446, -0.320], [-0.974, -0.178, 1.828], [1.343, -0.148, 1.205], [-1.255, -2.596, 0.384], [0.453, -2.033, -1.382], [-1.239, 3.711, -2.749], [0.525, 3.218, -1.223], [1.752, 3.705, -0.854], [-0.325, 0.877, -0.194], [-1.576, -0.770, -1.216], [-2.788, 2.726, -3.586], [0.328, 4.884, -2.464], [-0.835, -0.890, 2.630], [-2.098, -0.293, 1.670], [-0.887, 0.827, 2.420], [1.417, 0.878, 1.593], [2.222, -0.271, 0.460], [1.395, -0.830, 2.025], [-1.403, -3.363, -0.320], [-2.204, -2.265, 0.797], [-0.609, -3.102, 1.162], [1.177, -1.249, -1.729], [-0.108, -2.346, -2.284], [0.840, -2.998, -1.060], [1.740, 4.731, -0.766], [2.107, 3.137, -0.064]],
  "gap_ha": [0.3267, 0.2832],
  "homo_ha": [-0.3022, -0.3303],
  "lumo_ev": [0.67, -1.28],
  "s_squared": 2.09,
  "spin_multiplicity": 3,
  "total_charge": 0
}

# 6
{
  "formula": "C35H27F6N9O2RuSSb",
  "method": "wB97M-V/def2-TZVPD",
  "species": ["Ru", "O", "N", "C", "C", "C", "C", "C", "S", "H", "H", "H", "H", "C", "N", "C", "N", "C", "N", "C", "C", "C", "C", "C", "C", "C", "N", "N", "C", "O", "C", "C", "C", "C", "C", "C", "N", "C", "N", "C", "N", "C", "H", "H", "H", "H", "H", "H", "H", "H", "H", "H", "H", "H", "H", "H", "H", "H", "F", "Sb", "F", "F", "F", "F", "F", "C", "C", "C", "C", "C", "C", "C", "C", "C", "C", "H", "H", "H", "H", "H", "H", "H"],
  "positions_angstrom": [[2.039, 0.279, -0.788], [2.639, -1.925, -1.256], [3.869, -2.085, -1.619], [4.162, -3.162, -2.370], [5.451, -3.470, -2.725], [6.484, -2.635, -2.311], [6.171, -1.515, -1.568], [4.851, -1.233, -1.215], [4.465, 0.128, -0.213], [3.311, -3.753, -2.666], [5.623, -4.347, -3.327], [7.511, -2.858, -2.560], [6.935, -0.830, -1.233], [-2.236, 3.661, 0.216], [-0.932, 3.113, 0.491], [-0.492, 1.850, 0.462], [0.813, 1.830, 0.701], [1.126, 3.138, 0.859], [0.093, 3.929, 0.742], [-3.377, 2.717, 0.488], [-4.514, 2.775, -0.311], [-5.597, 1.948, -0.064], [-5.559, 1.029, 0.967], [-4.417, 0.948, 1.758], [-3.341, 1.806, 1.531], [-4.282, -0.068, 2.778], [-5.182, -0.846, 3.304], [-4.553, -1.668, 4.153], [-3.287, -1.373, 4.116], [-3.049, -0.350, 3.261], [-2.170, -2.027, 4.757], [-2.353, -3.133, 5.583], [-1.248, -3.784, 6.093], [0.034, -3.353, 5.782], [0.223, -2.247, 4.964], [1.598, -1.790, 4.528], [1.619, -1.731, 3.092], [1.440, -0.671, 2.299], [1.277, -1.077, 1.051], [1.374, -2.426, 1.138], [1.576, -2.845, 2.359], [-0.884, -1.579, 4.467], [-2.266, 3.972, -0.835], [-2.325, 4.562, 0.836], [-1.104, 0.992, 0.269], [2.118, 3.486, 1.065], [-4.552, 3.485, -1.123], [-6.471, 2.012, -0.693], [-6.385, 0.365, 1.166], [-2.481, 1.744, 2.181], [-3.355, -3.462, 5.799], [-1.379, -4.654, 6.716], [0.890, -3.886, 6.165], [2.359, -2.495, 4.864], [1.822, -0.793, 4.917], [1.454, 0.349, 2.631], [1.305, -3.078, 0.293], [-0.754, -0.716, 3.828], [2.886, 0.073, -3.134], [2.506, -0.128, -5.068], [1.941, 1.690, -5.099], [0.726, -0.683, -4.639], [4.342, 0.354, -5.295], [3.084, -1.944, -4.847], [2.172, -0.298, -6.915], [-2.729, 0.265, -3.294], [-1.844, -0.544, -2.567], [-0.618, -0.061, -2.201], [-0.231, 1.261, -2.524], [1.002, 1.805, -2.106], [1.365, 3.075, -2.460], [0.494, 3.866, -3.231], [-0.706, 3.367, -3.657], [-1.116, 2.067, -3.297], [-2.367, 1.531, -3.663], [-3.689, -0.134, -3.585], [-2.127, -1.557, -2.322], [0.103, -0.715, -1.676], [2.323, 3.488, -2.170], [0.792, 4.868, -3.501], [-1.346, 3.959, -4.299], [-3.043, 2.147, -4.241]],
  "gap_ha": [0.2722, 0.2215],
  "homo_ha": [-0.2932, -0.2935],
  "lumo_ev": [-0.57, -1.96],
  "s_squared": 8.76,
  "spin_multiplicity": 6,
  "total_charge": 0
}

| no. | calculated total energy (Eh) | molar mass (g/mol) |
| --- | --- | --- |
| 1 | -1825.1207 | 513.6 |
| 2 | -1224.6483 | 297.3 |
| 3 | -1320.9411 | 285.7 |
| 4 | -1513.8566 | 148.4 |
| 5 | -692.0229 | 209.1 |
| 6 | -3325.7722 | 974.5 |